C2H6BNO2 | ωB97M-V/def2-TZVPD

Values from the calculation:
Expectation value of S² ... 2.01
HOMO energy (spin up / spin down) ... -6.78 / -9.57 eV
Multiplicity ... 3
Relative energy (zero: lowest compared OMol25 entry of this formula, charge and spin) ... 59.2 kcal/mol

Each line ends with the natural charge from an NBO analysis.
CARTESIAN COORDINATES (ANGSTROEM)
B1 -0.286 -0.447 -0.209  1.014
C1 2.284 -0.056 -0.015  -0.268
C2 1.202 -0.826 -0.116  -0.381
N1 -2.583 -0.169 -0.136  -0.511
O1 -0.556 1.570 0.029  -1.041
O2 -1.450 -1.023 0.038  -0.553
H1 3.227 -0.409 0.142  0.167
H2 2.197 0.955 -0.047  0.159
H3 1.474 -1.975 -0.130  0.204
H4 -2.319 0.786 0.033  0.398
H5 -3.445 -0.422 0.524  0.360
H6 0.256 2.015 -0.113  0.450

C2H6BiFO2 | ωB97M-V/def2-TZVPD

Values from the calculation:
HOMO energy ... -19.84 eV
Total charge ... +2
Relative energy (zero: lowest compared OMol25 entry of this formula, charge and spin) ... 32.2 kcal/mol

Each line ends with the natural charge from an NBO analysis.
CARTESIAN COORDINATES (ANGSTROEM)
F1 0.561 -0.175 0.986  -0.550
Bi1 1.408 -1.724 1.814  2.352
O1 1.207 -3.577 1.854  -1.069
H1 0.836 -4.146 1.181  0.556
C1 -0.182 1.952 -1.333  -0.280
O2 -0.255 0.540 -1.100  -0.423
C2 -0.704 0.128 0.056  0.319
H2 0.237 2.456 -0.453  0.199
H3 0.479 2.092 -2.193  0.250
H4 -1.182 2.341 -1.559  0.234
H5 -1.156 0.934 0.637  0.213
H6 -1.249 -0.820 0.110  0.199

C2H6Br2N6 | ωB97M-V/def2-TZVPD

Values from the calculation:
Expectation value of S² ... 2.02
HOMO energy (spin up / spin down) ... -17.50 / -17.34 eV
Total charge ... +2
Multiplicity ... 3

Each line ends with the natural charge from an NBO analysis.
CARTESIAN COORDINATES (ANGSTROEM)
C1 1.824 0.000 0.101  0.633
C2 -1.750 -0.052 0.189  0.557
N1 0.516 0.133 0.707  -0.072
N2 -0.432 -0.156 -0.090  -0.067
N3 2.152 0.236 -1.157  -0.695
N4 -2.573 -1.060 -0.298  -0.617
N5 2.873 -0.160 0.938  -0.694
N6 -2.285 1.160 0.547  -0.597
Br1 -2.037 -2.236 -1.634  0.459
Br2 -4.148 1.612 0.585  0.419
H1 1.513 0.413 -1.927  0.451
H2 3.036 -0.089 -1.386  0.431
H3 -3.622 -0.960 -0.036  0.478
H4 2.770 -0.344 1.901  0.441
H5 3.823 -0.321 0.695  0.443
H6 -1.660 1.823 0.866  0.430

C2H6BrNOSi | ωB97M-V/def2-TZVPD

Values from the calculation:
HOMO energy ... -9.81 eV
Relative energy (zero: lowest compared OMol25 entry of this formula, charge and spin) ... 4.7 kcal/mol

Each line ends with the natural charge from an NBO analysis.
CARTESIAN COORDINATES (ANGSTROEM)
C1 -0.012 -0.112 -1.242  0.629
C2 0.089 0.449 0.125  -0.724
N1 1.143 -0.539 -1.872  -0.845
O1 -1.025 -0.401 -1.798  -0.590
Si1 0.377 -0.640 1.706  0.894
Br1 1.620 1.693 0.197  -0.017
H1 0.500 0.161 2.949  -0.127
H2 1.966 -0.430 -1.360  0.391
H3 1.024 -0.663 -2.943  0.427
H4 -0.785 1.144 0.185  0.272
H5 -0.842 -1.472 1.869  -0.152
H6 1.497 -1.288 1.086  -0.156

C2H6BrO2P | ωB97M-V/def2-TZVPD

Values from the calculation:
HOMO energy ... -10.82 eV
Relative energy (zero: lowest compared OMol25 entry of this formula, charge and spin) ... 3.2 kcal/mol

Each line ends with the natural charge from an NBO analysis.
CARTESIAN COORDINATES (ANGSTROEM)
C1 0.116 0.561 1.808  -0.240
O1 0.679 -0.616 1.496  -0.792
P1 1.463 -1.091 0.148  2.052
C2 0.304 -1.088 -1.235  -1.014
O2 2.053 -2.368 0.496  -1.051
Br1 2.834 0.645 -0.229  -0.270
H1 0.127 1.307 1.038  0.173
H2 0.487 1.030 2.652  0.188
H3 -0.903 0.251 1.946  0.182
H4 -0.007 -0.051 -1.380  0.249
H5 0.420 -1.658 -2.116  0.274
H6 -0.500 -1.474 -0.632  0.249

C2H6Cl2N | ωB97M-V/def2-TZVPD

Values from the calculation:
HOMO energy (spin up / spin down) ... -11.25 / -14.38 eV
Total charge ... +1
Relative energy (zero: lowest compared OMol25 entry of this formula, charge and spin) ... 114.9 kcal/mol

Each line ends with the natural charge from an NBO analysis.
CARTESIAN COORDINATES (ANGSTROEM)
C1 -0.331 0.249 0.455  -0.187
C2 3.741 -0.839 0.259  -0.330
N1 -0.971 0.354 -0.895  -0.696
Cl1 2.318 -0.441 1.034  0.111
Cl2 4.673 0.379 -0.359  0.121
H1 -0.612 0.991 1.155  0.203
H2 -0.443 -0.836 0.911  0.216
H3 4.205 -1.802 0.243  0.230
H4 -0.901 -0.586 -1.321  0.444
H5 -0.608 0.991 -1.530  0.451
H6 -1.903 0.284 -0.743  0.438

C2H6Cl5NSi2 | ωB97M-V/def2-TZVPD

Values from the calculation:
HOMO energy ... -8.42 eV
Relative energy (zero: lowest compared OMol25 entry of this formula, charge and spin) ... 115.7 kcal/mol

Each line ends with the natural charge from an NBO analysis.
CARTESIAN COORDINATES (ANGSTROEM)
C1 -1.739 -0.581 -0.854  -1.126
C2 4.127 0.451 -0.702  -0.663
N1 0.104 1.314 1.043  -1.335
Si1 2.553 1.233 -0.022  1.129
Si2 -0.787 1.035 -0.317  1.784
Cl1 3.830 -1.268 -0.736  0.016
Cl2 5.383 0.888 0.563  -0.043
Cl3 -0.363 2.221 2.469  0.090
Cl4 1.293 0.354 -1.379  -0.276
Cl5 -1.350 2.789 -1.251  -0.375
H1 -2.855 -0.498 -1.075  0.272
H2 -1.232 -0.770 -1.808  0.240
H3 -1.416 -1.479 -0.254  0.271
H4 4.544 0.807 -1.654  0.245
H5 2.701 0.550 1.281  -0.125
H6 2.219 2.661 0.040  -0.105

C2H6ClN | ωB97M-V/def2-TZVPD

Values from the calculation:
HOMO energy ... -8.64 eV
Relative energy (zero: lowest compared OMol25 entry of this formula, charge and spin) ... 98.0 kcal/mol

Each line ends with the natural charge from an NBO analysis.
CARTESIAN COORDINATES (ANGSTROEM)
C1 0.922 0.376 0.594  -0.250
C2 -0.065 0.952 -0.411  -0.398
H1 2.714 -0.534 -0.047  0.358
H2 1.291 -1.504 -0.158  0.373
H3 1.604 1.066 1.199  0.202
H4 -0.190 -0.434 1.424  0.172
H5 -0.590 1.819 0.082  0.230
H6 0.484 0.959 -1.351  0.268
N1 1.800 -0.551 -0.322  -0.882
Cl1 -1.356 -0.323 0.000  -0.074

C2H6ClN3 | ωB97M-V/def2-TZVPD

Values from the calculation:
HOMO energy ... -8.91 eV
Relative energy (zero: lowest compared OMol25 entry of this formula, charge and spin) ... 90.7 kcal/mol

Each line ends with the natural charge from an NBO analysis.
CARTESIAN COORDINATES (ANGSTROEM)
C1 -0.226 -0.780 -0.195  0.379
C2 1.020 -1.029 0.495  -0.453
H1 0.424 2.257 -1.084  0.348
H2 -0.344 2.503 0.459  0.358
H3 -1.828 0.823 -0.392  0.331
H4 -2.043 -1.177 -0.486  0.329
H5 1.048 -0.864 1.753  0.260
H6 0.900 -2.142 0.596  0.260
N1 0.262 1.811 -0.020  -0.622
N2 -0.563 0.576 -0.161  -0.477
N3 -1.075 -1.675 -0.543  -0.675
Cl1 2.425 -0.303 -0.421  -0.038

C2H6ClNO | ωB97M-V/def2-TZVPD

Values from the calculation:
HOMO energy ... -8.38 eV
Relative energy (zero: lowest compared OMol25 entry of this formula, charge and spin) ... 104.1 kcal/mol

Each line ends with the natural charge from an NBO analysis.
CARTESIAN COORDINATES (ANGSTROEM)
N1 1.476 -1.182 -0.743  -0.382
O1 1.731 0.120 -0.852  -0.739
H1 1.708 -1.625 -1.644  0.368
H2 2.211 -1.725 -0.039  0.318
H3 0.459 -1.265 -0.363  0.396
C1 -0.916 1.530 0.460  -0.368
C2 -1.689 0.467 0.865  -0.265
Cl1 -1.603 -1.022 -0.071  -0.024
H4 -0.223 1.707 -0.451  0.259
H5 -0.901 2.460 0.999  0.202
H6 -2.252 0.534 1.840  0.236

C2H6ClNO | ωB97M-V/def2-TZVPD

Values from the calculation:
HOMO energy ... -9.50 eV
Relative energy (zero: lowest compared OMol25 entry of this formula, charge and spin) ... 32.9 kcal/mol

Each line ends with the natural charge from an NBO analysis.
CARTESIAN COORDINATES (ANGSTROEM)
C1 -0.235 -0.387 1.120  -0.671
C2 0.582 0.148 -0.014  0.415
N1 0.138 -0.079 -1.277  -0.824
O1 0.578 2.038 0.240  -0.875
Cl1 2.299 -0.039 0.214  0.004
H1 0.049 -1.424 1.293  0.228
H2 -0.040 0.184 2.023  0.262
H3 -1.294 -0.333 0.882  0.221
H4 -0.643 -0.701 -1.396  0.396
H5 0.800 -0.034 -2.031  0.406
H6 -0.195 2.326 -0.249  0.439

C2H6ClPS | ωB97M-V/def2-TZVPD

Values from the calculation:
HOMO energy ... -9.24 eV
Relative energy (zero: lowest compared OMol25 entry of this formula, charge and spin) ... 15.6 kcal/mol

Each line ends with the natural charge from an NBO analysis.
CARTESIAN COORDINATES (ANGSTROEM)
C1 -1.152 -2.083 -0.218  -0.654
S1 -0.647 -0.481 0.585  -0.076
P1 0.644 0.452 -0.671  0.758
C2 1.080 1.913 0.378  -0.965
Cl1 2.682 -0.613 -0.102  -0.462
H1 -0.371 -2.691 -0.320  0.219
H2 -1.469 -2.010 -1.160  0.214
H3 -1.887 -2.432 0.375  0.221
H4 0.332 2.705 0.399  0.245
H5 2.200 2.185 -0.005  0.270
H6 1.081 1.705 1.370  0.230

C2H6ClPS | ωB97M-V/def2-TZVPD

Values from the calculation:
Expectation value of S² ... 2.01
HOMO energy (spin up / spin down) ... -5.73 / -9.42 eV
Multiplicity ... 3

Each line ends with the natural charge from an NBO analysis.
CARTESIAN COORDINATES (ANGSTROEM)
C1 -0.206 0.500 1.056  -0.915
C2 -1.746 0.263 -1.328  -0.756
P1 -1.303 -0.567 0.031  0.752
S1 -1.995 -2.243 0.706  -0.274
Cl1 4.316 0.119 -0.276  -0.251
H1 0.111 1.345 0.475  0.236
H2 -0.706 0.794 1.968  0.235
H3 0.655 -0.080 1.319  0.247
H4 -2.475 -0.283 -2.105  0.244
H5 -1.223 1.229 -1.584  0.232
H6 4.573 -1.076 -0.263  0.251

C2H6F3IN3 | ωB97M-V/def2-TZVPD

Values from the calculation:
HOMO energy (spin up / spin down) ... -12.92 / -12.92 eV
Total charge ... +1
Relative energy (zero: lowest compared OMol25 entry of this formula, charge and spin) ... 66.1 kcal/mol

Each line ends with the natural charge from an NBO analysis.
CARTESIAN COORDINATES (ANGSTROEM)
C1 -0.108 0.857 0.555  -0.072
C2 -3.102 -2.380 -0.351  1.320
N1 -0.997 -0.337 0.964  -0.420
N2 -2.193 -0.155 0.411  -0.554
N3 -0.053 0.956 -0.827  -0.877
F1 -4.328 -2.092 -0.335  -0.179
F2 -2.599 -3.071 0.590  -0.188
F3 -2.452 -2.271 -1.476  -0.206
I1 -3.633 1.447 0.805  0.205
H1 0.806 0.552 0.896  0.181
H2 -0.411 1.748 1.160  0.208
H3 -0.911 -0.577 1.972  0.396
H4 0.434 1.777 -1.357  0.427
H5 -1.904 0.196 -0.446  0.389
H6 0.301 0.162 -1.210  0.370

C2H6F4InN2O9S4 | ωB97M-V/def2-TZVPD

Values from the calculation:
HOMO energy ... -13.86 eV
Total charge ... +1

Each line ends with the natural charge from an NBO analysis.
CARTESIAN COORDINATES (ANGSTROEM)
In1 -28.616 4.657 6.060  1.020
N1 -25.972 3.470 5.826  -0.911
S1 -25.080 2.850 4.743  2.313
O1 -24.875 1.348 4.720  -0.635
O2 -24.086 3.741 4.163  -0.707
F1 -26.237 2.922 3.645  -0.486
S2 -24.591 3.572 6.856  2.275
O3 -23.807 4.793 6.749  -0.736
O4 -23.760 2.354 7.051  -0.711
F2 -25.406 3.641 8.235  -0.452
N2 -29.924 7.125 7.003  -0.934
S3 -29.888 8.721 6.361  2.311
O5 -29.144 9.764 7.038  -0.753
O6 -31.210 9.137 5.847  -0.724
F3 -28.967 8.474 5.101  -0.452
S4 -30.591 7.568 8.293  2.344
O7 -31.932 8.175 8.312  -0.667
O8 -29.678 7.957 9.381  -0.669
F4 -30.895 6.045 8.713  -0.486
C1 -28.690 4.678 1.634  -0.633
C2 -28.996 5.883 2.495  -0.084
O9 -27.897 5.912 3.458  -0.773
H1 -28.641 3.728 2.166  0.207
H2 -27.751 4.825 1.101  0.225
H3 -29.458 4.472 0.888  0.235
H4 -29.929 5.946 3.054  0.180
H5 -28.968 6.686 1.758  0.202
H6 -27.229 6.493 3.086  0.501

C2H6F6O2PRb | ωB97M-V/def2-TZVPD

Values from the calculation:
HOMO energy ... -10.80 eV
Relative energy (zero: lowest compared OMol25 entry of this formula, charge and spin) ... 0.0 kcal/mol

Each line ends with the natural charge from an NBO analysis.
CARTESIAN COORDINATES (ANGSTROEM)
Rb1 -1.220 -17.122 -1.291  0.988
P1 -3.394 -14.371 -0.843  2.603
F1 -4.243 -13.799 0.367  -0.569
F2 -2.026 -14.324 0.052  -0.605
F3 -3.583 -15.937 -0.373  -0.623
F4 -2.405 -14.941 -2.036  -0.640
F5 -4.732 -14.586 -1.742  -0.584
F6 -3.216 -12.911 -1.455  -0.574
C1 0.221 -15.326 -5.702  -0.087
C2 -0.888 -15.950 -4.841  -0.114
O1 -0.335 -16.926 -3.940  -0.776
O2 0.915 -14.307 -5.012  -0.702
H1 -0.194 -15.048 -6.672  0.190
H2 0.945 -16.110 -5.976  0.148
H3 -1.504 -16.542 -5.530  0.169
H4 -1.445 -15.107 -4.435  0.229
H5 -0.198 -17.713 -4.469  0.480
H6 0.990 -14.602 -4.098  0.466

C2H6FN | ωB97M-V/def2-TZVPD

Values from the calculation:
HOMO energy ... -9.22 eV
Relative energy (zero: lowest compared OMol25 entry of this formula, charge and spin) ... 96.1 kcal/mol

Each line ends with the natural charge from an NBO analysis.
CARTESIAN COORDINATES (ANGSTROEM)
C1 0.571 -0.842 -0.014  -0.276
C2 -0.798 -0.308 -0.656  -0.013
H1 0.729 0.608 1.527  0.417
H2 2.510 0.048 0.138  0.385
H3 0.378 -1.587 0.892  0.163
H4 1.240 -1.501 -0.738  0.200
H5 -1.622 -0.933 -1.093  0.201
H6 -0.018 0.025 -1.448  0.192
N1 1.267 0.396 0.425  -0.886
F1 -1.191 0.830 0.197  -0.382

C2H6FN3 | ωB97M-V/def2-TZVPD

Values from the calculation:
HOMO energy ... -9.60 eV
Relative energy (zero: lowest compared OMol25 entry of this formula, charge and spin) ... 7.9 kcal/mol

Each line ends with the natural charge from an NBO analysis.
CARTESIAN COORDINATES (ANGSTROEM)
H1 1.645 -1.168 0.958  0.354
N1 0.651 -1.080 0.792  -0.712
C1 0.278 -0.037 0.142  0.383
C2 1.213 1.013 -0.518  -0.002
F1 1.405 0.839 -1.843  -0.338
N2 -1.073 0.180 -0.090  -0.461
N3 -1.993 -0.795 0.299  -0.652
H2 2.152 0.964 -0.017  0.164
H3 0.896 2.011 -0.268  0.173
H4 -1.372 0.402 -1.031  0.385
H5 -2.260 -0.633 1.267  0.348
H6 -1.542 -1.695 0.309  0.357

C2H6FNS | ωB97M-V/def2-TZVPD

Values from the calculation:
HOMO energy ... -9.09 eV
Relative energy (zero: lowest compared OMol25 entry of this formula, charge and spin) ... 27.5 kcal/mol

Each line ends with the natural charge from an NBO analysis.
CARTESIAN COORDINATES (ANGSTROEM)
C1 -0.177 -1.235 -0.235  -0.405
N1 -0.924 0.032 -0.144  -0.619
C2 -0.166 1.169 0.286  -0.427
S1 -2.512 0.212 -0.595  0.751
F1 -3.261 -0.290 0.826  -0.525
H1 0.324 -1.480 0.723  0.200
H2 -0.780 -2.022 -0.594  0.222
H3 0.848 -1.174 -0.887  0.179
H4 -0.745 2.069 0.007  0.219
H5 -0.095 1.324 1.442  0.203
H6 0.797 1.169 -0.349  0.202

C2H6FO2Sc | ωB97M-V/def2-TZVPD

Values from the calculation:
HOMO energy ... -19.69 eV
Total charge ... +2
Relative energy (zero: lowest compared OMol25 entry of this formula, charge and spin) ... 0.0 kcal/mol

Each line ends with the natural charge from an NBO analysis.
CARTESIAN COORDINATES (ANGSTROEM)
F1 -0.780 -0.187 1.003  -0.573
Sc1 -0.869 -1.774 2.232  2.327
O1 -0.478 -3.545 1.654  -1.015
H1 0.259 -3.841 1.120  0.541
C1 0.833 1.990 -0.735  -0.278
O2 0.748 0.564 -0.624  -0.424
C2 -0.439 0.017 -0.564  0.328
H2 0.140 2.463 -0.027  0.199
H3 1.863 2.261 -0.490  0.247
H4 0.591 2.295 -1.761  0.232
H5 -1.230 0.727 -0.814  0.205
H6 -0.639 -0.971 -0.994  0.210

Max |F|? In order: 10.458, 5.776, 4.914, 3.606, 4.391, 5.301, 2.688, 6.208, 6.217, 3.470, 3.683, 4.261, 6.486, 5.175, 11.192, 2.503, 5.729, 2.173, 3.484, 4.632 eV/Å.